1.
90
Properties=species:S:1:pos:R:3:mulliken_charge:R:1 method="wB97M-V/def2-TZVPD" total_energy_ha=-2672.83654 charge=-1 gap_ev=7.967 spin_multiplicity=1 max_force_ev_per_a=1.49
O 5.01 -0.48 -3.17 -0.742
H 1.39 -2.88 3.19 0.247
H -2.85 -5.02 5.21 0.345
C 1.17 -2.43 4.15 -0.550
C 3.31 0.90 -2.19 -0.438
H -0.44 8.67 -2.87 0.258
H 4.10 -3.14 -3.02 0.305
H -1.38 -0.59 -4.73 0.314
H -2.11 8.26 -2.81 0.337
H -2.22 1.16 -0.58 0.181
H 3.62 0.99 -1.15 -0.022
C 2.93 -3.53 0.20 -0.577
H -3.01 3.82 -0.23 0.364
H -3.78 3.76 4.10 0.269
C 2.36 -0.03 1.58 -1.146
N -2.54 2.07 4.32 -0.130
C -0.40 -3.99 -2.30 -0.481
H 0.24 -0.09 -4.28 0.295
H -1.68 -5.67 6.36 0.219
C -0.22 0.39 -0.95 -0.008
H -2.81 1.18 4.71 0.272
H -1.84 -6.44 4.78 0.255
H 2.22 0.94 -2.25 -0.041
H 0.58 -3.84 -1.84 -0.196
C -1.12 0.75 2.88 0.079
H -1.79 -2.82 0.97 0.448
H -3.83 2.95 5.65 0.361
H -2.17 5.14 0.55 0.363
H -1.88 -0.03 3.00 0.441
H 2.58 -3.25 -0.79 -0.199
H -0.22 4.58 -5.08 0.302
N 2.95 -1.39 -2.91 0.315
O -1.32 4.53 -1.28 -0.012
C 3.85 -0.39 -2.78 0.739
H -2.42 3.97 5.24 0.268
O -3.29 6.03 -2.06 -0.738
C 3.29 -2.64 -3.56 -1.085
C -3.16 3.27 4.85 -0.917
C 3.05 -2.39 1.17 0.788
O -1.67 4.94 -3.67 -0.332
H 0.12 -1.34 -5.44 0.361
H 1.85 -1.26 -0.03 -0.106
H 2.38 -4.33 0.69 0.140
P -1.24 -3.40 3.85 1.311
H 3.93 -3.91 -0.05 0.401
H -1.90 -0.42 0.16 0.135
P -1.91 5.61 -2.26 0.820
O 0.49 -0.76 -1.11 -0.546
H 1.59 -1.43 4.12 0.139
H 2.39 -3.26 -3.50 0.325
H -1.18 8.58 -1.30 0.246
C -1.17 8.11 -2.28 -0.712
C -0.78 -2.97 1.35 -0.092
O -0.26 -2.25 4.29 -0.232
O 3.68 -2.54 2.22 -0.752
C -2.02 4.26 -0.07 -0.614
O -0.87 -3.70 -4.64 -0.771
O -2.63 -2.95 3.92 -0.779
H -0.19 1.01 -1.89 -0.391
C -0.37 -0.97 -4.54 -1.046
C -1.72 0.20 -0.72 -1.416
H -0.33 3.37 -3.72 0.147
H 0.19 1.14 -0.23 0.549
H 2.01 -1.24 -2.56 -0.081
H -0.93 0.77 1.80 -0.454
H -0.17 -3.32 0.53 -0.217
H 3.58 -2.50 -4.60 0.329
H -0.64 -5.04 -2.46 0.376
H 3.77 1.71 -2.76 0.392
H -1.39 3.61 0.52 0.092
H 2.47 -0.27 2.64 0.396
H -2.16 -0.24 -1.62 0.401
H -0.18 0.42 3.30 0.138
H -0.03 -1.38 -2.57 -0.154
H 0.40 4.91 -3.46 0.300
H 3.23 0.57 1.30 0.304
H -1.13 -3.59 -1.59 0.184
H -0.37 -2.00 1.66 0.030
C -1.87 -5.48 5.31 -0.725
C -0.40 4.41 -4.02 -0.526
H 1.46 0.52 1.36 0.212
O -0.87 -4.63 4.77 -0.376
N 2.38 -1.27 0.85 0.706
O -1.32 3.14 2.78 -0.671
C -0.53 -3.19 -3.57 0.647
C -1.61 2.09 3.33 0.284
H 1.55 -2.97 5.00 0.349
O -0.74 -3.91 2.44 -0.444
N -0.27 -1.89 -3.44 0.553
O -0.81 6.75 -2.13 -0.317

---

2.
23
Properties=species:S:1:pos:R:3:mulliken_charge:R:1 method="wB97M-V/def2-TZVPD" e_above_lowest_ev=0.980 smiles=OCCC[C@@H]1CCOC1 total_energy_ha=-425.56923 charge=0 gap_ev=10.733 spin_multiplicity=1 max_force_ev_per_a=0.26
H -0.47 2.65 -1.30 0.377
H 0.96 -0.54 2.20 0.386
O -2.80 -1.25 -0.26 -0.569
H -0.88 -1.15 -1.07 0.315
H 2.37 0.52 0.73 0.428
H 2.49 0.10 -1.56 0.307
C -1.40 -1.53 -0.18 -0.740
C 1.46 0.08 -1.19 -0.927
H -0.06 1.78 1.24 0.382
H -1.30 -0.02 1.32 0.202
C -0.79 -0.96 1.10 -0.330
H 1.04 -0.89 -1.43 0.340
C 0.72 -0.76 1.16 -1.079
H -1.08 1.05 -0.87 -0.168
O 0.75 1.11 -1.87 -0.437
C 1.37 0.36 0.33 0.621
H 1.28 2.53 0.37 0.315
H -2.94 -0.49 -0.83 0.324
H -1.30 -2.61 -0.19 0.371
H 1.23 -1.70 0.93 0.351
C -0.17 1.67 -0.94 0.092
C 0.59 1.69 0.37 -0.964
H -1.06 -1.63 1.92 0.403

---

3.
8
Properties=species:S:1:pos:R:3:mulliken_charge:R:1 method="wB97M-V/def2-TZVPD" e_above_lowest_ev=0.149 smiles="C=C=CC#N" total_energy_ha=-208.89632 charge=0 gap_ev=10.841 spin_multiplicity=1 max_force_ev_per_a=1.10
C -0.19 0.35 -0.91 -0.451
H 0.03 0.54 2.17 0.227
C -0.46 -0.24 1.60 -0.554
H -0.88 1.04 -1.37 0.318
C -0.38 -0.06 0.32 0.199
H -0.94 -1.07 2.12 0.263
C 0.95 -0.09 -1.66 0.369
N 1.87 -0.47 -2.26 -0.370

---

4.
73
Properties=species:S:1:pos:R:3:mulliken_charge:R:1 method="wB97M-V/def2-TZVPD" e_above_lowest_ev=0.000 total_energy_ha=-4148.26613 charge=+1 gap_ev=8.409 spin_multiplicity=1 max_force_ev_per_a=2.07
H 1.08 -0.46 1.95 0.487
O -1.54 -2.24 0.18 0.454
H 1.46 0.79 -6.01 0.460
H 1.31 -1.07 3.64 0.611
C -1.57 2.05 1.61 -0.146
O -3.81 3.25 1.03 -0.685
S 2.16 -2.68 -1.51 0.423
H 4.64 3.35 0.40 0.374
H -0.71 -0.86 -6.25 0.465
H 3.25 1.82 -1.52 0.414
C -4.42 0.54 -0.84 -0.845
C -4.45 -1.95 -1.91 -0.840
S 3.24 0.05 2.75 0.777
H -2.02 1.65 2.52 0.485
C -3.37 -2.45 2.04 -0.840
C 2.88 -4.12 -0.74 -1.083
H 3.08 1.75 4.45 0.323
H 0.41 0.91 0.31 -0.589
O 0.22 0.07 -0.13 0.521
H -3.97 0.15 0.08 0.081
H -1.76 1.37 0.78 -0.409
H -4.24 -2.59 -2.76 0.361
O 0.72 -2.67 -1.03 -0.854
H 3.79 0.25 5.07 0.311
C -2.20 4.39 2.69 -1.005
C 3.79 4.01 0.22 -1.134
C 1.75 -0.96 2.66 -1.250
H -2.74 3.76 3.40 0.314
H 1.99 0.48 4.78 0.290
S -2.08 -3.27 1.10 0.322
C -0.91 -3.39 2.41 -0.732
H 3.90 4.46 -0.76 0.331
S -2.36 3.57 1.11 0.594
Mg -0.60 -1.27 -1.22 -0.299
H 1.93 -1.91 2.16 0.286
O 4.36 -0.92 2.83 -0.743
H -5.52 -1.77 -1.85 0.458
H 2.64 -4.09 0.32 0.245
H -3.54 -3.07 2.92 0.417
H 3.35 -1.52 0.34 0.216
H -4.21 1.60 -0.96 0.319
C 3.01 0.66 4.44 -0.973
O 0.30 -0.34 -2.86 -0.083
H -1.47 0.31 -5.15 0.301
H 0.62 1.68 -4.74 0.312
H -0.53 -2.44 2.78 0.081
H 3.95 -4.14 -0.89 0.425
H 3.93 -1.27 -1.35 0.532
H 1.45 1.66 -1.45 -0.434
H -0.50 2.19 1.72 0.131
H -1.56 -1.35 -4.71 0.200
S 0.62 -0.65 -4.30 0.461
H -1.31 -3.95 3.26 0.502
H 3.65 4.76 1.00 0.372
H 2.49 -0.45 -0.73 -0.273
H 2.33 -4.94 -1.20 0.396
H -2.97 -1.47 2.34 0.202
C 3.05 -1.39 -0.70 -0.370
C 1.33 0.86 -4.93 -1.053
O -2.22 -0.42 -1.83 -0.284
H -2.67 5.37 2.69 0.364
H -1.16 4.43 3.03 0.323
S 2.32 2.99 0.34 0.747
H 2.27 1.03 -4.41 0.310
H 2.23 3.20 -1.98 0.617
S -3.68 -0.36 -2.21 0.338
H -4.26 -2.30 1.44 0.325
C 2.30 2.33 -1.32 -0.572
O 1.12 3.84 0.41 -0.708
H -4.08 -2.43 -1.00 0.013
H -0.12 -4.08 2.08 0.304
H -5.48 0.28 -0.82 0.527
C -0.91 -0.63 -5.21 -0.916

---

5.
23
Properties=species:S:1:pos:R:3:lowdin_spin:R:1 method="wB97M-V/def2-TZVPD" e_above_lowest_ev=0.538 s_squared=0.753 total_energy_ha=-329.31987 charge=+2 gap_ev="11.468 / 4.439" spin_multiplicity=2 max_force_ev_per_a=1.69
H 1.65 -2.38 -2.69 0.000
O 2.32 -2.24 -2.00 0.000
H -2.05 0.45 0.30 0.000
H -1.95 1.82 1.48 0.005
H 0.71 -1.31 2.30 0.006
C -1.41 1.15 0.83 0.126
C -0.48 1.31 -1.52 0.139
H 0.11 1.13 2.43 0.000
C -0.52 1.90 -0.16 0.268
H 3.03 -2.76 -2.40 0.000
H -0.46 2.13 -2.28 0.067
H 1.48 -0.31 1.07 0.001
N 0.04 -1.61 0.30 0.002
H 0.54 2.12 0.11 0.060
C 0.52 -0.70 1.42 0.010
H -0.72 -2.20 0.65 0.000
C -0.47 0.40 1.87 0.135
H -0.30 -1.03 -0.46 0.001
H -0.87 2.99 -0.13 0.118
H 0.81 -2.20 -0.05 0.000
H 0.51 0.91 -1.83 0.032
H -1.31 0.64 -1.74 0.002
H -1.16 -0.18 2.50 0.029

---

6.
46
Properties=species:S:1:pos:R:3:lowdin_spin:R:1 method="wB97M-V/def2-TZVPD" e_above_lowest_ev=3.834 s_squared=0.754 total_energy_ha=-903.36487 charge=+1 gap_ev="9.680 / 4.542" spin_multiplicity=2 max_force_ev_per_a=11.13
O -2.24 4.24 -0.05 0.000
O 2.90 3.11 1.63 0.000
H -1.80 -3.24 1.51 0.001
H -4.26 -1.73 0.10 0.024
H -1.21 -0.48 0.30 0.000
H -1.18 1.46 0.64 0.000
H 0.90 -0.02 0.76 0.001
H 2.49 3.46 2.43 0.000
H 1.76 1.52 4.12 0.000
H -1.08 -1.69 -3.69 0.000
C -3.50 -1.22 -0.63 0.049
H -3.23 -0.32 -0.21 0.001
H 3.67 1.10 1.74 0.000
C -1.49 -2.14 1.66 0.056
N -2.25 -2.10 -0.64 0.659
O -0.68 2.19 0.22 0.000
H -2.53 -3.04 -0.43 0.018
O 3.82 0.27 1.22 0.001
H 2.93 0.54 -2.95 0.000
H 1.45 -3.62 -0.79 0.001
C 0.26 -1.92 -0.19 0.031
O -1.26 1.57 -2.63 0.001
H 1.30 0.17 4.78 0.000
C 1.30 -0.88 0.29 0.006
C -1.23 -1.59 0.33 0.061
H -0.99 2.07 -0.72 0.000
H -0.48 -1.72 2.25 0.012
H -2.32 -1.62 2.25 0.002
H -1.87 1.52 -3.28 0.000
H 2.08 -0.41 -0.40 0.001
O 3.16 -0.15 -2.49 0.000
H -1.33 -1.77 -2.31 0.006
H -0.19 -3.95 -0.20 0.000
O -1.56 -1.07 -2.98 0.052
H 1.18 -3.46 0.89 0.000
H 3.89 -0.06 -1.91 0.000
O 0.95 1.01 4.30 0.000
C 0.70 -3.35 -0.06 0.002
H -0.86 0.80 -2.44 0.000
H 2.03 -1.38 1.04 0.001
H 2.52 2.39 1.09 0.000
H -1.42 3.68 -0.05 0.000
H -2.90 3.83 0.23 0.000
H -3.80 -1.08 -1.69 0.015
H 3.66 0.66 0.40 0.000
H 0.32 -1.78 -1.23 0.000

---

7.
29
Properties=species:S:1:pos:R:3:mulliken_charge:R:1 method="wB97M-V/def2-TZVPD" e_above_lowest_ev=0.000 smiles=C[C@H]([NH+](C)C)[Si](C)(C)C total_energy_ha=-622.66516 charge=+1 gap_ev=11.590 spin_multiplicity=1 max_force_ev_per_a=4.84
H -0.33 -2.65 0.37 0.390
Si -1.36 0.28 -0.06 0.286
C 2.78 -0.11 -0.95 -1.011
H 0.67 1.28 1.23 0.021
H -2.22 2.47 -0.26 0.365
C -1.75 -0.08 1.84 -1.190
C 0.59 -1.98 0.43 -1.809
H -0.51 2.50 0.07 0.538
H -3.54 -0.72 -0.61 0.405
N 1.52 0.33 -0.45 -0.047
C -1.22 2.03 -0.47 -1.218
H 3.22 -0.89 -0.41 0.445
H 3.55 0.67 -0.83 0.351
H 2.56 1.23 1.30 0.442
H 1.51 -2.52 0.15 0.388
C 0.33 -0.73 -0.43 0.329
H -2.54 -1.28 -1.84 0.441
H 2.49 -0.52 -1.91 0.387
H 0.40 -1.13 -1.51 0.411
H -1.31 0.64 2.63 0.297
C 1.65 0.75 0.89 -0.583
H 1.22 1.01 -1.19 0.317
H -3.15 0.24 -1.95 0.366
H -1.08 2.08 -1.58 0.320
H -1.45 -1.06 2.13 0.413
C -2.72 -0.49 -1.22 -1.336
H 0.69 -1.85 1.48 0.538
H -2.77 -0.02 2.02 0.470
H 1.64 -0.28 1.42 0.273

---

8.
19
Properties=species:S:1:pos:R:3:mulliken_charge:R:1 method="wB97M-V/def2-TZVPD" e_above_lowest_ev=0.249 smiles=CCC.CC total_energy_ha=-198.87999 charge=0 gap_ev=12.241 spin_multiplicity=1 max_force_ev_per_a=1.50
H -2.53 -2.49 -1.83 0.332
H -2.58 -0.99 -0.90 0.269
H 0.24 1.25 -0.62 0.252
H 2.20 0.22 -0.57 0.257
H 1.95 -0.37 1.09 0.259
H -0.38 -1.48 0.13 -0.066
H 1.00 2.64 1.97 0.343
H 2.72 1.18 0.86 0.417
C -0.94 -2.28 -0.36 -0.509
C 1.97 0.51 0.45 -1.034
C 0.58 1.19 0.42 -0.081
H -1.40 -1.24 -2.22 0.266
H -0.21 -2.98 -0.79 0.307
H -0.56 2.90 1.08 0.357
C 0.47 2.61 1.01 -1.339
H 1.06 3.29 0.39 0.317
C -1.92 -1.71 -1.38 -0.895
H -0.19 0.55 0.85 0.271
H -1.49 -2.80 0.42 0.279

---

9.
112
Properties=species:S:1:pos:R:3:mulliken_charge:R:1 method="wB97M-V/def2-TZVPD" e_above_lowest_ev=0.000 total_energy_ha=-8617.18661 charge=-3 gap_ev=7.880 spin_multiplicity=1 max_force_ev_per_a=5.76
S 0.65 -2.72 -5.49 0.970
O 0.22 3.27 2.31 -0.596
O -1.70 -4.51 6.30 -0.611
O 3.12 2.88 -1.04 -0.389
F 0.69 -3.88 -1.10 -0.208
F 2.68 -3.08 -0.69 -0.164
O 1.43 -1.70 4.90 -1.071
S 1.87 0.69 0.22 -0.457
C 0.72 -0.52 1.24 0.119
N 0.76 1.77 -0.29 -0.207
F -2.97 -3.24 2.77 -0.210
H -3.16 -0.44 4.20 0.306
F -7.15 -4.44 0.74 -0.237
H -0.50 5.63 -3.85 0.293
F -2.17 -4.30 0.96 -0.169
H 1.05 6.35 -1.87 0.261
H 2.91 2.05 3.53 0.366
H -0.26 2.95 3.08 0.206
F 0.19 0.17 2.25 -0.215
F 0.06 -5.94 8.20 -0.239
H -2.33 3.37 -3.02 0.366
S 1.76 -2.69 -3.20 1.379
H -0.93 0.15 -4.99 0.391
F 2.07 -4.00 3.60 -0.207
F -7.01 -2.58 1.89 -0.213
C -7.33 -3.12 0.70 0.635
C 0.81 -4.12 4.00 0.596
H -0.52 1.15 -1.32 0.362
H 4.58 1.05 -3.72 0.383
H 3.53 -0.87 -4.87 0.334
H -2.68 3.90 -0.47 0.257
H -3.13 1.00 1.09 0.180
O 3.14 -2.51 -3.65 -0.810
O -2.66 -1.58 -0.11 -0.435
O -2.99 2.96 -2.46 -0.760
H 1.17 6.37 0.89 0.309
F 2.81 -4.07 -6.29 -0.236
O 1.27 -1.41 -5.56 -0.635
O -2.11 3.03 -5.96 -0.641
F -1.73 -5.18 9.13 -0.218
F 0.06 3.26 -3.24 -0.120
H -1.43 4.77 -0.60 0.114
O -1.55 0.70 -4.51 -0.660
O -1.31 0.71 -1.73 0.103
O 3.45 0.08 -5.02 -0.612
N 0.79 -3.56 -3.97 -0.625
O 0.87 6.02 1.72 -0.695
C -0.57 -4.82 8.59 0.486
S -6.29 -2.29 -0.70 1.030
O -0.90 -2.15 4.75 -0.641
C 1.28 2.77 -3.03 0.692
N 0.58 -3.30 6.70 -0.479
H 0.57 5.12 1.51 0.415
O 2.77 1.24 1.25 0.449
H -1.65 3.84 -5.70 0.302
O 2.82 3.00 3.35 -0.652
F 0.61 -5.22 4.71 -0.246
H 4.76 1.65 1.78 0.289
N -4.84 -2.97 -0.65 -0.492
F -0.01 -4.21 2.95 -0.164
S -0.88 -3.62 7.13 1.108
S 1.68 2.98 -1.15 0.419
O 1.14 4.28 -0.76 -0.505
H 5.46 0.37 1.33 0.278
O 0.99 6.22 -2.82 -0.625
S -3.82 -2.20 0.51 0.776
O -0.72 -2.75 -5.99 -0.682
F 1.74 -3.08 -7.86 -0.203
O 5.58 1.33 1.39 -0.643
O 2.49 -0.09 -0.84 -0.295
H 2.94 3.43 4.20 0.260
O -4.50 -1.37 1.50 -0.684
O -1.55 -2.49 7.77 -0.666
F 1.38 1.49 -3.37 -0.053
O 1.06 -1.49 -2.81 -0.167
F 1.49 -1.42 1.81 -0.092
H 5.49 4.70 1.34 0.278
S 0.39 -2.64 5.16 1.195
C 1.92 -3.71 -1.58 0.339
H -1.71 -0.79 3.90 0.506
H 4.79 3.92 0.23 0.287
H -2.39 0.63 2.39 0.215
O -1.77 4.00 -0.14 -0.412
O -2.29 1.13 1.55 -0.357
H -1.82 6.09 -4.49 0.285
H 2.56 0.20 -5.35 0.283
O -1.10 5.45 -4.59 -0.589
O 5.11 0.98 -2.91 -0.707
O 5.66 4.12 0.60 -0.621
C 1.61 -3.74 -6.75 0.551
H -2.57 2.17 -2.10 0.303
F -4.21 -4.59 1.60 -0.218
F -0.13 -1.06 0.39 0.041
F 2.10 3.51 -3.76 -0.245
C -3.20 -3.72 1.56 0.531
H -1.37 -0.15 -1.30 0.023
H -1.52 2.30 -5.71 0.356
H 1.84 6.48 -3.16 0.259
O -2.31 -0.04 4.01 -0.678
H 4.49 0.73 -2.23 0.288
H -1.24 0.69 -3.59 0.259
H 1.15 3.15 2.54 0.328
H 3.83 0.00 4.20 0.240
Li -0.82 2.50 0.69 1.112
H 2.33 -0.29 4.28 0.500
O -6.91 -2.82 -1.91 -0.689
O 2.97 0.42 4.14 -0.613
F 0.90 -4.86 -6.95 -0.228
F 0.20 -4.21 9.53 -0.248
F -8.60 -2.81 0.48 -0.233
O -6.40 -0.87 -0.47 -0.601
F 2.45 -4.92 -1.85 -0.245

---

10.
12
Properties=species:S:1:pos:R:3:mulliken_charge:R:1 method="wB97M-V/def2-TZVPD" e_above_lowest_ev=1.782 total_energy_ha=-549.79932 charge=+1 gap_ev=7.941 spin_multiplicity=1 max_force_ev_per_a=6.51
H 0.30 3.13 0.48 0.452
C -1.16 1.65 -0.04 0.147
Li -1.99 -0.70 1.19 0.961
H -0.16 0.17 -1.48 0.209
H -0.45 2.22 1.89 0.388
Mg 1.39 0.68 1.10 1.029
O 1.67 -0.61 -0.58 -0.554
O -0.20 -1.14 0.31 -0.552
C -0.13 2.18 0.83 -1.319
H -1.41 1.53 -1.12 0.593
O -2.13 1.01 0.57 -0.743
C 0.48 -0.90 -0.71 0.389

---

11.
17
Properties=species:S:1:pos:R:3:mulliken_charge:R:1 method="wB97M-V/def2-TZVPD" total_energy_ha=-990.10081 charge=-2 gap_ev=3.013 spin_multiplicity=1 max_force_ev_per_a=5.56
H 0.26 -0.53 2.80 0.251
B -1.55 -1.30 -0.51 0.108
O 1.05 0.54 -1.55 -0.775
H -1.22 2.50 0.76 0.194
P 2.38 -0.14 -0.94 0.893
O 2.89 -0.72 -2.25 -0.843
O -0.26 -0.04 2.15 -0.283
H -2.41 -2.00 -0.86 -0.254
O 3.37 0.98 -0.59 -0.848
H -0.83 2.48 -0.74 0.233
H -1.27 -0.69 -1.43 -0.022
H -1.91 -0.56 0.28 -0.196
O -0.72 2.00 0.09 -0.174
O 1.81 -1.01 0.24 -0.766
Cd -0.01 -0.04 0.05 0.281
H -0.64 -1.89 -0.15 -0.026
H -0.94 0.43 2.66 0.228

---

12.
16
Properties=species:S:1:pos:R:3:mulliken_charge:R:1 method="wB97M-V/def2-TZVPD" e_above_lowest_ev=5.666 total_energy_ha=-309.40558 charge=0 gap_ev=9.495 spin_multiplicity=1 max_force_ev_per_a=5.10
H -0.41 2.29 2.37 0.290
C -0.87 -0.43 0.57 0.029
H 0.10 -2.69 0.88 0.241
C 0.76 0.35 -0.78 -0.351
H -2.39 -0.82 -1.28 0.321
H 1.58 0.79 -1.09 0.656
C -1.38 -0.58 -0.83 -0.489
H -0.66 0.35 -2.65 0.304
C 0.19 1.93 1.46 -0.818
H 0.99 2.68 0.87 0.169
C -0.46 0.01 -1.58 -0.417
H -1.51 -0.38 1.46 0.444
C -0.01 0.86 0.55 0.049
H 2.23 -1.58 -0.58 0.262
C 1.35 -0.87 -0.12 -0.249
C 0.44 -1.38 0.73 -0.442